# 1
DFT (the ωB97M-V functional and the def2-TZVPD basis) results for the molecule C24H34N2.

```
60
Properties=species:S:1:pos:R:3
C 2.787 1.536 -5.693
C 2.609 0.056 -5.377
C 1.316 -0.254 -4.620
C 1.359 0.224 -3.166
N 0.063 0.113 -2.518
C -0.359 -1.253 -2.235
C 0.458 -2.031 -1.227
C 1.631 -2.674 -1.610
C 2.404 -3.350 -0.682
C 2.010 -3.408 0.643
C 0.828 -2.801 1.031
C 0.060 -2.121 0.102
C -0.160 1.134 -1.504
C 0.792 1.114 -0.296
C 0.485 2.287 0.630
N -0.888 2.206 1.078
C -1.212 3.077 2.189
C -2.316 2.456 3.062
C -1.909 1.077 3.494
C -2.357 -0.043 2.809
C -1.948 -1.311 3.183
C -1.077 -1.474 4.246
C -0.622 -0.363 4.935
C -1.036 0.903 4.560
C -1.791 2.334 -0.046
C -1.597 1.145 -0.982
H 3.683 1.688 -6.290
H 2.883 2.125 -4.785
H 1.933 1.908 -6.255
H 3.461 -0.296 -4.790
H 2.603 -0.502 -6.316
H 0.472 0.224 -5.119
H 1.152 -1.332 -4.648
H 1.629 1.282 -3.162
H 2.149 -0.320 -2.624
H -1.399 -1.216 -1.908
H -0.339 -1.786 -3.190
H 1.936 -2.661 -2.646
H 3.316 -3.838 -0.997
H 2.614 -3.935 1.367
H 0.502 -2.849 2.059
H -0.864 -1.660 0.421
H -0.005 2.089 -2.030
H 0.666 0.189 0.262
H 1.829 1.177 -0.630
H 1.140 2.236 1.504
H 0.688 3.240 0.103
H -1.523 4.082 1.856
H -0.316 3.190 2.804
H -3.250 2.410 2.501
H -2.471 3.099 3.931
H -3.038 0.079 1.979
H -2.311 -2.177 2.646
H -0.759 -2.463 4.543
H 0.056 -0.483 5.767
H -0.681 1.767 5.104
H -2.818 2.343 0.324
H -1.620 3.280 -0.597
H -1.796 0.243 -0.407
H -2.296 1.201 -1.817
```

Structure (SMILES) ... CCCCN(Cc1ccccc1)C1CCN(CCc2ccccc2)CC1
F_max ... 0.39 eV/Å
E_HOMO ... -8.0 eV
LUMO ... 0.91 eV
E_tot ... -1044.4243 a.u.
Kohn-Sham gap ... 8.952 eV

=====

# 2
DFT (the ωB97M-V functional and the def2-TZVPD basis) results for a structure of composition C24H34N2O2PPtS2.

```
66
Properties=species:S:1:pos:R:3
Pt -0.154 0.317 -0.201
C -2.996 0.619 1.975
C -2.003 0.092 2.976
C -2.434 -0.616 4.088
C -1.536 -1.043 5.055
C -0.187 -0.777 4.917
C 0.298 -0.071 3.819
C 1.780 0.170 3.686
C -0.634 0.359 2.874
N -0.166 1.082 1.719
C 0.199 2.315 1.785
C 0.114 3.168 3.000
C 0.688 2.910 0.489
C 1.284 4.271 0.476
N 0.634 2.133 -0.538
C 1.129 2.520 -1.839
C 2.361 1.997 -2.243
C 3.161 1.086 -1.352
C 2.820 2.360 -3.500
C 2.073 3.198 -4.316
C 0.849 3.682 -3.890
C 0.344 3.351 -2.636
C -0.987 3.883 -2.178
H -3.950 0.105 2.081
H -2.665 0.498 0.941
H -3.183 1.685 2.130
H -3.491 -0.823 4.203
H -1.893 -1.587 5.919
H 0.513 -1.123 5.668
H 2.326 -0.754 3.875
H 2.126 0.898 4.422
H 2.071 0.526 2.698
H -0.228 2.607 3.864
H -0.582 3.990 2.810
H 1.083 3.617 3.224
H 2.177 4.279 1.107
H 0.585 4.991 0.906
H 1.556 4.582 -0.527
H 3.253 1.479 -0.336
H 4.167 0.959 -1.747
H 2.702 0.097 -1.282
H 3.777 1.986 -3.841
H 2.450 3.473 -5.291
H 0.268 4.328 -4.537
H -1.638 4.054 -3.033
H -0.876 4.841 -1.663
H -1.501 3.195 -1.504
C 0.495 -6.781 -1.135
C 0.765 -5.310 -1.255
O -0.200 -4.583 -0.368
P -0.882 -3.225 -0.563
S -0.540 -0.102 -2.328
S -0.120 -1.760 0.578
O -1.124 -2.834 -2.037
C -2.211 -3.276 -2.974
C -2.603 -4.711 -2.761
H 1.262 -7.318 -1.693
H -0.477 -7.048 -1.546
H 0.545 -7.100 -0.096
H 0.634 -4.926 -2.265
H 1.745 -5.028 -0.876
H -1.770 -3.099 -3.950
H -3.028 -2.577 -2.812
H -1.775 -5.392 -2.955
H -3.403 -4.951 -3.462
H -2.994 -4.885 -1.755
```

F_max ... 0.90 eV/Å
E_HOMO (alpha / beta) ... -14.0 / -14.0 eV
LUMO (alpha / beta) ... -8.97 / -8.81 eV
Spin multiplicity ... 2
E_tot ... -2451.4268 a.u.
Charge ... +2
Kohn-Sham gap (alpha / beta) ... 5.056 / 5.164 eV
<S²> ... 0.7698

=====

Please write out number 2 again, unchanged.
DFT (the ωB97M-V functional and the def2-TZVPD basis) results for a structure of composition C24H34N2O2PPtS2.

```
66
Properties=species:S:1:pos:R:3
Pt -0.154 0.317 -0.201
C -2.996 0.619 1.975
C -2.003 0.092 2.976
C -2.434 -0.616 4.088
C -1.536 -1.043 5.055
C -0.187 -0.777 4.917
C 0.298 -0.071 3.819
C 1.780 0.170 3.686
C -0.634 0.359 2.874
N -0.166 1.082 1.719
C 0.199 2.315 1.785
C 0.114 3.168 3.000
C 0.688 2.910 0.489
C 1.284 4.271 0.476
N 0.634 2.133 -0.538
C 1.129 2.520 -1.839
C 2.361 1.997 -2.243
C 3.161 1.086 -1.352
C 2.820 2.360 -3.500
C 2.073 3.198 -4.316
C 0.849 3.682 -3.890
C 0.344 3.351 -2.636
C -0.987 3.883 -2.178
H -3.950 0.105 2.081
H -2.665 0.498 0.941
H -3.183 1.685 2.130
H -3.491 -0.823 4.203
H -1.893 -1.587 5.919
H 0.513 -1.123 5.668
H 2.326 -0.754 3.875
H 2.126 0.898 4.422
H 2.071 0.526 2.698
H -0.228 2.607 3.864
H -0.582 3.990 2.810
H 1.083 3.617 3.224
H 2.177 4.279 1.107
H 0.585 4.991 0.906
H 1.556 4.582 -0.527
H 3.253 1.479 -0.336
H 4.167 0.959 -1.747
H 2.702 0.097 -1.282
H 3.777 1.986 -3.841
H 2.450 3.473 -5.291
H 0.268 4.328 -4.537
H -1.638 4.054 -3.033
H -0.876 4.841 -1.663
H -1.501 3.195 -1.504
C 0.495 -6.781 -1.135
C 0.765 -5.310 -1.255
O -0.200 -4.583 -0.368
P -0.882 -3.225 -0.563
S -0.540 -0.102 -2.328
S -0.120 -1.760 0.578
O -1.124 -2.834 -2.037
C -2.211 -3.276 -2.974
C -2.603 -4.711 -2.761
H 1.262 -7.318 -1.693
H -0.477 -7.048 -1.546
H 0.545 -7.100 -0.096
H 0.634 -4.926 -2.265
H 1.745 -5.028 -0.876
H -1.770 -3.099 -3.950
H -3.028 -2.577 -2.812
H -1.775 -5.392 -2.955
H -3.403 -4.951 -3.462
H -2.994 -4.885 -1.755
```

F_max ... 0.90 eV/Å
E_HOMO (alpha / beta) ... -14.0 / -14.0 eV
LUMO (alpha / beta) ... -8.97 / -8.81 eV
Spin multiplicity ... 2
E_tot ... -2451.4268 a.u.
Charge ... +2
Kohn-Sham gap (alpha / beta) ... 5.056 / 5.164 eV
<S²> ... 0.7698